Formula: C31H54FN8O9S
Source: OMol25
Level of theory: the ωB97M-V functional and the def2-TZVPD basis

The value obtained for the HOMO energy is -10.23 eV. For the HOMO-LUMO gap, the calculation gives 5.558 eV. The value obtained for the lowest unoccupied orbital energy is -4.7 eV. Its total charge is +1.

Each line ends with the Löwdin charge.
CARTESIAN COORDINATES (ANGSTROEM)
C -0.30978 -1.09997 0.25061  0.05
C -1.33288 -1.97423 -0.21320  -0.10
C -2.54408 -1.32930 -1.00250  -0.01
C -3.17215 -2.12947 -2.18420  -0.02
C -2.64870 -3.58405 -2.67674  -0.15
C -1.81815 -3.28028 -4.06016  -0.45
S -0.04785 -3.83803 -3.97559  0.94
C 1.03697 -2.39291 -3.61542  -0.47
N 2.29761 -2.03711 -4.23903  -0.02
N 2.86827 -0.92201 -3.72675  0.01
C 1.99316 -0.43864 -2.68326  -0.04
O 0.89781 -1.34185 -2.66669  -0.11
C -4.36654 -1.54134 -3.02387  -0.01
C -5.07008 -2.30529 -4.24048  -0.15
O -5.71022 -3.55088 -3.88407  -0.20
C -6.41343 -3.47287 -2.62018  -0.10
C -4.84904 -0.11025 -2.58803  -0.02
C -6.02145 0.58825 -3.41193  -0.03
C -5.25086 0.93565 -4.91916  -0.16
C -4.53878 2.46203 -4.98073  0.03
O -3.74683 1.06211 -4.86025  -0.22
N -4.26206 0.63006 -1.49099  -0.04
O -4.67396 1.87525 -1.13789  0.07
C -3.15809 0.07153 -0.71095  0.00
F -2.61225 0.85963 0.31773  0.07
H 0.32764 -1.44206 1.12921  0.09
H -0.21615 -0.08969 -0.27722  0.08
H -1.33351 -3.10954 -0.09670  0.12
H -3.50547 -4.31828 -2.84701  0.12
H -1.85318 -4.01377 -1.95595  0.09
H -1.78803 -2.13480 -4.23053  0.10
H -2.38901 -3.69705 -4.97632  0.10
H 2.16649 0.48204 -2.02849  0.14
H -4.22648 -2.57493 -4.98051  0.14
H -5.82525 -1.67975 -4.82551  0.13
H -7.14013 -4.36784 -2.55569  0.12
H -5.70640 -3.57486 -1.72713  0.10
H -7.04398 -2.52697 -2.50071  0.10
H -6.33816 1.61055 -3.02451  0.12
H -6.87703 -0.12281 -3.65398  0.12
H -5.77246 0.52795 -5.92007  0.17
H -3.84945 2.73236 -5.84734  0.13
H -4.12171 2.85384 -3.99299  0.09
H -4.62523 2.46360 -1.93868  0.14
C 3.75018 -0.18050 -9.70266  -0.01
C 2.50794 0.52351 -9.22871  -0.56
O 1.93543 1.36286 -9.91161  0.02
N 2.02009 0.20360 -7.99833  0.00
C 2.54271 -0.75165 -7.04372  -0.10
H 4.01293 0.18134 -10.69719  0.09
H 4.58244 0.02995 -9.02746  0.09
H 3.57293 -1.25656 -9.76227  0.08
H 1.18611 0.71830 -7.75348  0.13
H 1.76810 -1.49566 -6.84644  0.07
H 2.76934 -0.21996 -6.11862  0.05
H 3.44016 -1.24939 -7.40544  0.08
C 2.32976 2.78181 3.54383  0.00
C 1.65851 1.90403 2.52620  -0.53
O 1.47544 0.70504 2.71836  -0.01
N 1.24675 2.47343 1.36040  0.01
C 1.36723 3.85484 0.94543  -0.07
H 2.59910 2.18469 4.41650  0.09
H 3.24249 3.21190 3.12486  0.09
H 1.64788 3.57302 3.86364  0.06
H 0.80581 1.81981 0.72961  0.11
H 0.36488 4.24327 0.75272  0.08
H 1.94532 3.88537 0.01891  0.08
H 1.85543 4.47037 1.69780  0.08
C 2.90809 -2.26695 7.30579  -0.01
C 2.23886 -3.15808 6.29641  -0.55
O 2.06089 -4.35372 6.49730  0.02
N 1.82493 -2.59718 5.12749  0.00
C 1.94195 -1.21675 4.70339  -0.09
H 3.18094 -2.85465 8.18328  0.09
H 3.81644 -1.83668 6.88233  0.05
H 2.22483 -1.47539 7.61940  0.09
H 1.38531 -3.25641 4.50101  0.13
H 0.93922 -0.83312 4.50867  0.07
H 2.51820 -1.19152 3.77758  0.07
H 2.43001 -0.59448 5.45217  0.08
C -1.40512 2.03023 4.34948  0.00
C -1.48848 3.50094 4.04191  -0.53
O -0.49434 4.21733 4.00949  0.02
N -2.71550 4.03479 3.79470  0.00
C -3.99897 3.36713 3.78481  -0.08
H -0.36423 1.75487 4.52312  0.07
H -1.97753 1.80223 5.25129  0.09
H -1.77963 1.44842 3.50407  0.08
H -2.68863 5.02568 3.59715  0.14
H -4.44419 3.49508 2.79535  0.08
H -4.64009 3.84590 4.52793  0.09
H -3.91391 2.30576 4.00950  0.08
C 6.38272 1.96028 6.81145  -0.01
C 5.72908 0.62358 7.03393  -0.54
O 4.54501 0.52035 7.33310  0.02
N 6.49375 -0.49375 6.89410  0.01
C 7.89636 -0.58417 6.54949  -0.07
H 5.64654 2.75120 6.95902  0.08
H 7.19422 2.10585 7.52766  0.09
H 6.76216 2.02778 5.78944  0.08
H 5.98477 -1.35077 7.05951  0.13
H 7.98730 -1.17656 5.63645  0.08
H 8.41599 -1.09863 7.36057  0.09
H 8.34697 0.39388 6.39325  0.08

Forces on the atoms, in the same order (eV/Å):
-2.423 -2.228 -0.796
0.676 2.957 0.148
-1.732 0.545 -2.049
-2.055 1.648 -0.256
1.153 1.337 0.177
-1.024 1.670 -0.062
0.690 1.227 0.387
4.743 4.679 -0.498
-3.233 -1.674 0.897
-4.017 0.594 3.847
1.233 -3.995 -4.431
0.111 0.393 0.552
1.509 2.806 3.626
0.849 -0.120 -0.325
0.303 1.301 1.083
-0.956 -0.850 0.797
0.315 -2.118 -0.201
2.383 0.344 -1.969
2.020 2.929 0.149
3.241 -4.500 0.622
-4.418 -0.730 0.107
2.388 -3.937 -0.731
-0.296 0.619 -0.602
1.145 -1.940 -0.662
-1.991 -1.844 -3.014
-0.320 0.705 -1.758
-0.230 -1.416 1.457
-0.255 1.951 0.355
1.117 1.210 0.282
-1.674 0.690 -1.015
-0.036 -1.846 0.244
1.450 0.264 1.483
-0.819 -1.806 -0.973
-1.404 0.444 1.127
1.097 -0.457 1.089
1.256 1.431 -0.360
-0.808 0.305 -1.211
0.917 -1.085 -0.303
0.168 -1.763 -0.242
1.150 1.061 0.728
1.504 0.970 2.438
-2.292 0.680 0.617
-1.578 0.275 -1.307
0.189 -0.770 0.804
0.125 -0.020 -0.131
-0.482 0.493 -0.203
0.159 -0.193 0.103
0.251 0.003 -0.408
-0.469 0.346 0.088
-0.160 0.031 0.165
-0.011 -0.196 -0.012
0.161 0.020 0.112
0.134 -0.059 -0.047
0.253 -0.164 0.146
0.162 -0.290 0.018
-0.123 0.097 -0.013
0.123 0.015 0.148
-0.043 -0.273 -0.004
-0.131 0.317 -0.313
0.167 -0.163 0.376
-0.230 -0.224 -0.367
-0.054 -0.040 -0.189
-0.067 0.093 0.041
0.106 0.016 -0.097
0.046 0.122 0.109
0.136 0.276 0.047
0.031 0.278 0.046
-0.109 -0.168 -0.018
0.042 -0.168 0.114
-0.206 -0.668 -0.049
0.056 0.201 -0.009
0.195 -0.089 0.492
-0.211 -0.497 -0.241
-0.127 -0.047 -0.190
-0.242 0.263 0.081
0.264 0.151 -0.078
0.075 0.081 0.105
0.200 0.247 -0.055
-0.072 0.321 0.085
-0.014 -0.139 -0.011
0.136 -0.068 0.076
0.217 0.460 -0.027
-0.197 -0.152 -0.079
0.425 -0.246 -0.002
-0.022 0.488 -0.057
-0.140 0.109 -0.059
-0.062 -0.113 -0.132
-0.069 -0.085 0.138
-0.033 -0.110 0.071
-0.205 -0.189 0.080
-0.177 -0.239 -0.058
0.090 0.143 -0.003
-0.030 0.186 -0.005
-0.463 -0.342 0.149
0.216 0.167 -0.138
-0.245 0.491 0.003
-0.186 -0.464 0.075
0.019 -0.224 0.017
0.073 0.033 -0.177
0.159 0.038 0.113
0.142 0.081 0.015
0.276 0.096 0.006
0.238 0.094 -0.143
-0.143 -0.081 0.043

Formula: C31H54N3OP2Pt
Source: OMol25
Level of theory: the ωB97M-V functional and the def2-TZVPD basis

As for the multiplicity: 5. The value obtained for the HOMO energy (alpha / beta) is -15.29 / -18.33 eV. For the HOMO-LUMO gap (alpha / beta), the calculation gives 6.322 / 5.406 eV. The value obtained for the lowest unoccupied orbital energy (alpha / beta) is -9.0 / -12.9 eV. The expectation value of S² is 6.05. Its total charge is +3. As for the energy above the lowest of the compared OMol25 structures with the same formula, charge and spin: 0.00 kcal/mol.

Each line ends with the Löwdin charge.
CARTESIAN COORDINATES (ANGSTROEM)
C 1.66906 1.98232 -1.51750  -0.29
C -0.62843 2.44070 -1.16609  -0.30
C 1.76816 3.04473 -2.41708  0.05
C -0.53240 3.58388 -2.00243  0.05
C 0.67030 3.88757 -2.60260  0.02
H 2.71627 3.20723 -2.91988  0.14
H -1.44170 4.14486 -2.20039  0.14
H 0.75556 4.75064 -3.25760  0.14
N 0.53896 1.80489 -0.82903  -0.02
P 2.64440 0.12621 0.34038  1.09
P -2.27626 0.51293 0.24758  1.16
C 2.79950 0.98738 -1.30930  -0.20
H 2.77142 0.22348 -2.10267  0.09
H 3.76562 1.48946 -1.44496  0.10
C -1.87029 1.86900 -0.80706  -0.20
H -2.70922 2.54494 -1.01751  0.11
C -3.71629 -0.02163 -1.06760  -0.59
C -3.30425 0.85203 1.92711  -0.59
C 3.14204 -1.67318 0.12622  -0.66
C 3.85568 1.14348 1.35840  -0.66
C -3.72236 -1.54188 -0.96374  -0.08
H -4.01332 -1.90342 0.03157  0.09
H -4.42259 -1.96603 -1.70099  0.12
H -2.72217 -1.93436 -1.17357  0.04
C -5.09683 0.57771 -0.79418  -0.07
H -5.52542 0.33421 0.18057  0.07
H -5.08503 1.66886 -0.91684  0.09
H -5.79306 0.18576 -1.55365  0.12
C -3.38706 0.44160 -2.49202  -0.10
H -4.05120 -0.07751 -3.20026  0.12
H -3.55035 1.51652 -2.62854  0.10
H -2.34514 0.23535 -2.76855  0.04
C -4.15300 -0.39374 2.25334  -0.07
H -3.50954 -1.27975 2.35241  0.10
H -4.65427 -0.24078 3.22291  0.12
H -4.93869 -0.62426 1.52911  0.06
C -2.40256 1.05857 3.14573  -0.12
H -1.73232 0.21192 3.32142  0.07
H -1.83338 1.99014 3.08740  0.08
H -3.04896 1.14174 4.03635  0.12
C -4.12560 2.13636 1.78818  -0.05
H -4.89831 2.10376 1.01879  0.06
H -4.64077 2.32689 2.74303  0.13
H -3.46928 2.99297 1.58500  0.10
C 3.92088 0.55535 2.77557  -0.07
H 4.61891 1.16922 3.36443  0.12
H 2.94620 0.56814 3.27141  0.04
H 4.28509 -0.47930 2.78442  0.08
C 3.36203 2.59767 1.44082  -0.06
H 3.28406 3.06918 0.45357  0.09
H 2.40134 2.68170 1.95505  0.06
H 4.10001 3.16889 2.02365  0.12
C 5.26836 1.16562 0.74785  -0.05
H 5.84564 1.93782 1.27772  0.12
H 5.79733 0.21710 0.87561  0.08
H 5.27699 1.42911 -0.31483  0.08
C 2.86117 -2.07533 -1.32627  -0.11
H 3.54863 -1.59440 -2.03463  0.10
H 2.98625 -3.16415 -1.43504  0.12
H 1.82921 -1.82291 -1.59609  0.02
C 2.24533 -2.53579 1.03407  -0.11
H 1.19051 -2.44649 0.73372  0.05
H 2.54891 -3.58896 0.93136  0.11
H 2.29640 -2.24081 2.09215  0.03
C 4.61653 -1.94929 0.43556  -0.06
H 5.28558 -1.41464 -0.25088  0.09
H 4.88628 -1.71754 1.47277  0.08
H 4.79285 -3.02647 0.28700  0.12
Pt 0.28970 0.21005 0.61559  1.03
C 0.52214 0.95676 2.27098  -0.38
O 0.67260 1.43030 3.32774  0.12
N -0.11257 -0.69124 -1.13990  0.00
C -0.76849 -0.93966 -2.09485  -0.02
C -0.82243 -2.02706 -3.22788  -0.53
C -1.84166 -1.69482 -4.30750  -0.05
C 0.54623 -2.12616 -3.89981  -0.02
C -1.18745 -3.37706 -2.60719  -0.02
H -2.86127 -1.68398 -3.91760  0.07
H -1.63268 -0.72039 -4.76203  0.11
H -1.82344 -2.43755 -5.11690  0.12
H 1.27205 -2.62246 -3.24700  0.07
H 0.46978 -2.72936 -4.81530  0.12
H 0.92118 -1.12907 -4.17871  0.11
H -1.07048 -4.16727 -3.35747  0.12
H -0.51988 -3.60919 -1.76517  0.10
H -2.22403 -3.40692 -2.25441  0.08
C 0.21413 -0.81691 6.10335  -0.03
C 0.79543 -1.13914 4.81672  -0.23
N 1.27612 -1.44373 3.80326  0.16
H 0.95676 -0.96719 6.90031  0.11
H -0.65206 -1.46641 6.29865  0.11
H -0.11107 0.23317 6.11474  0.09

Forces on the atoms, in the same order (eV/Å):
0.151 -0.226 0.362
0.340 0.137 -0.215
-0.091 0.187 0.037
-0.582 -0.530 0.180
0.467 0.057 -0.195
-0.195 0.060 -0.053
0.220 0.027 -0.049
-0.027 -0.123 0.106
-0.342 -0.131 -0.366
2.916 0.010 -1.059
-4.017 -0.093 -1.443
-0.522 0.183 -0.069
-0.287 0.319 0.199
-0.263 -0.132 0.283
0.845 2.365 1.058
0.048 -0.435 0.085
-0.057 -0.105 0.310
-0.436 -0.004 1.823
-0.092 -0.529 -0.166
-0.160 0.044 0.715
-0.097 -0.291 -0.047
0.036 0.101 -0.314
0.168 0.087 0.224
-0.312 -0.032 0.099
-0.381 0.161 0.203
0.067 0.086 -0.423
-0.073 -0.267 -0.008
0.274 0.040 0.144
0.264 0.000 -0.019
0.208 0.141 0.282
-0.029 -0.262 -0.026
-0.338 0.115 -0.171
0.116 -0.440 -0.562
-0.190 0.172 0.074
0.286 0.143 -0.301
0.298 0.056 0.283
0.394 0.036 0.054
-0.086 0.073 -0.019
-0.017 -0.128 -0.019
0.157 -0.026 -0.407
0.019 0.430 -0.950
0.229 0.027 0.274
0.292 -0.213 -0.108
-0.190 -0.074 0.146
0.077 -0.050 0.166
-0.209 -0.217 -0.104
0.264 0.003 -0.008
-0.093 0.357 0.079
-0.119 0.001 -0.102
0.042 -0.008 0.169
0.107 0.100 -0.075
-0.266 -0.148 -0.173
0.215 -0.260 -0.188
-0.218 -0.195 -0.115
-0.133 0.344 -0.015
0.138 -0.002 0.234
-0.003 0.073 -0.089
-0.131 -0.198 0.118
-0.039 0.323 0.130
0.360 -0.141 0.027
0.089 0.207 0.341
0.076 -0.153 0.015
-0.132 0.329 0.023
0.102 -0.248 -0.479
0.310 -0.026 0.044
-0.162 -0.189 0.198
-0.030 -0.138 -0.385
-0.117 0.301 0.032
1.730 -0.158 -0.641
-0.078 2.729 6.632
-0.245 -1.485 -4.221
-3.157 -0.708 -2.892
3.564 -2.288 1.278
-1.192 -0.043 -1.084
-0.509 0.374 -0.363
0.850 0.469 0.272
0.034 -0.115 0.887
0.156 -0.053 -0.061
-0.067 -0.118 -0.007
0.201 0.104 0.385
-0.171 0.164 -0.273
-0.216 0.221 0.318
-0.009 -0.338 -0.017
0.038 0.311 0.007
-0.166 -0.059 -0.183
0.299 -0.095 -0.174
-0.264 0.163 0.505
0.810 -0.848 -1.343
-0.940 0.752 1.473
-0.216 0.041 -0.268
0.303 0.194 -0.066
0.106 -0.293 0.037

| no. | largest force on an atom (eV Å⁻¹) |
| --- | --- |
| 1 | 6.7 |
| 2 | 7.2 |